{"formula": "C26H30N2O6S", "method": "the ωB97M-V functional and the def2-TZVPD basis", "relative_energy_kcal_mol": 3.2, "max_force_ha_per_bohr": 0.022, "e_homo_ev": -7.9, "total_charge": 0, "lumo_ev": 0.62, "smiles": "CCOc1ccccc1N(CC(=O)NCCc1ccc(OC)c(OC)c1)S(=O)(=O)c1ccccc1", "species": ["C", "C", "O", "C", "C", "C", "C", "C", "C", "N", "C", "C", "O", "N", "C", "C", "C", "C", "C", "C", "O", "C", "C", "O", "C", "C", "S", "O", "O", "C", "C", "C", "C", "C", "C", "H", "H", "H", "H", "H", "H", "H", "H", "H", "H", "H", "H", "H", "H", "H", "H", "H", "H", "H", "H", "H", "H", "H", "H", "H", "H", "H", "H", "H", "H"], "positions_angstrom": [[-2.144, -4.063, 0.761], [-2.477, -3.837, -0.705], [-2.139, -2.501, -1.040], [-1.959, -2.196, -2.356], [-2.510, -2.917, -3.408], [-2.354, -2.485, -4.715], [-1.650, -1.328, -4.990], [-1.074, -0.614, -3.953], [-1.207, -1.044, -2.642], [-0.602, -0.332, -1.595], [-0.768, 1.099, -1.506], [0.231, 1.970, -2.293], [-0.150, 2.913, -2.960], [1.510, 1.603, -2.130], [2.603, 2.504, -2.419], [2.786, 3.529, -1.278], [2.668, 2.835, 0.051], [3.703, 2.071, 0.553], [3.536, 1.328, 1.712], [2.327, 1.326, 2.381], [2.054, 0.612, 3.513], [3.045, -0.262, 3.991], [1.271, 2.120, 1.891], [0.109, 2.068, 2.614], [-0.936, 2.935, 2.260], [1.458, 2.865, 0.742], [0.236, -1.098, -0.380], [1.394, -0.279, -0.103], [0.513, -2.451, -0.751], [-0.758, -0.987, 1.109], [-2.043, -0.485, 1.115], [-2.703, -0.340, 2.326], [-2.073, -0.695, 3.508], [-0.785, -1.204, 3.488], [-0.123, -1.348, 2.281], [-1.081, -3.900, 0.913], [-2.698, -3.370, 1.388], [-2.398, -5.082, 1.040], [-1.898, -4.530, -1.326], [-3.550, -4.003, -0.884], [-3.086, -3.807, -3.211], [-2.797, -3.056, -5.517], [-1.539, -0.983, -6.006], [-0.512, 0.285, -4.153], [-1.778, 1.376, -1.826], [-0.636, 1.366, -0.453], [1.694, 0.892, -1.424], [2.383, 3.026, -3.353], [3.506, 1.902, -2.538], [3.760, 4.008, -1.386], [2.010, 4.290, -1.368], [4.650, 2.038, 0.036], [4.362, 0.736, 2.072], [2.604, -0.766, 4.851], [3.326, -1.005, 3.238], [3.940, 0.279, 4.315], [-1.712, 2.778, 3.007], [-0.617, 3.983, 2.282], [-1.344, 2.707, 1.268], [0.656, 3.470, 0.347], [-2.528, -0.225, 0.188], [-3.708, 0.055, 2.344], [-2.588, -0.570, 4.449], [-0.294, -1.475, 4.409], [0.884, -1.728, 2.228]]}